# 1
This record from OMol25 describes C15H22AuN4O4PS as an isolated structure. The level of theory is the ωB97M-V functional and the def2-TZVPD basis.

Element x y z (Å)
Au -0.409 -0.472 0.170
C 3.129 -5.691 0.045
C 1.840 -4.957 -0.198
C 0.791 -5.029 0.715
C -0.402 -4.363 0.488
C -0.548 -3.604 -0.664
C 0.482 -3.515 -1.586
C 1.667 -4.192 -1.347
S -2.091 -2.804 -0.963
O -2.040 -2.262 -2.306
O -3.145 -3.753 -0.685
N -2.067 -1.679 0.180
C -3.388 -1.008 0.330
C -3.423 0.478 0.761
O -4.469 0.853 1.272
O -2.404 1.218 0.518
H 3.046 -6.363 0.898
H 3.951 -5.001 0.244
H 3.409 -6.287 -0.824
H 0.905 -5.627 1.611
H -1.221 -4.432 1.188
H 0.335 -2.929 -2.482
H 2.470 -4.134 -2.073
H -3.981 -1.558 1.058
H -3.944 -1.030 -0.614
C 1.277 4.378 1.242
N -0.135 3.828 1.357
C -0.950 4.203 0.091
N -0.251 3.830 -1.085
C 1.101 4.360 -1.103
N 1.900 3.923 0.045
C 2.207 2.477 0.026
P 0.644 1.508 0.083
C -0.088 2.339 1.550
C -0.254 2.374 -1.273
H 1.816 4.053 2.132
H 1.191 5.467 1.229
H -0.610 4.245 2.159
H -1.076 5.286 0.152
H -1.895 3.662 0.186
H 1.062 5.452 -1.086
H 1.595 4.041 -2.019
H 2.849 2.226 0.872
H 2.763 2.252 -0.884
H 0.519 2.142 2.437
H -1.115 1.974 1.655
H -1.271 1.985 -1.278
H 0.232 2.137 -2.223

Properties
Largest force on an atom: 0.79 eV/Å
Energy relative to the best compared isomer or geometry (same formula, charge and spin): 0.0 kcal/mol
Total energy: -1979.93431 Eh
Multiplicity: 1



# 2
This record from OMol25 describes C5H5NdO as an isolated structure at a distorted geometry. The level of theory is the ωB97M-V functional and the def2-TZVPD basis.

Element x y z (Å)
C 1.925 1.990 1.952
C 1.535 1.996 0.597
C 0.482 1.349 2.341
O -0.104 0.404 1.817
Nd -1.028 -0.740 -0.186
H 2.164 2.960 2.417
H 2.737 1.224 1.926
H 0.089 1.738 3.295
C -1.651 -2.104 -2.518
C -1.983 -2.720 -3.584
H -1.544 -2.484 -4.564
H -2.623 -3.614 -3.492

Properties
Largest force on an atom: 3.83 eV/Å
Total energy: -828.64439 Eh
Multiplicity: 5
Total charge: +3